(1)
DFT (wB97M-V/def2-TZVPD) results for a structure of composition C28H37NO5Si2Ti.

Each line ends with the Mulliken charge.
Cartesian coordinates (Å):
Ti (0.5570, -0.0097, -0.1235)  -1.6997
O (1.1041, -1.4844, 3.6935)  -0.7145
C (1.5028, -1.0200, 2.3930)  1.4201
O (0.4934, -0.3078, 1.8128)  -0.0942
C (1.7563, -2.3337, 1.6104)  -1.4885
O (1.2439, -2.2438, 0.2759)  0.1864
C (2.1889, -2.5535, -0.7405)  -0.6111
C (3.0265, -1.3224, -1.1113)  0.3867
O (4.0489, -1.4779, -1.7577)  -0.7899
O (2.5099, -0.2104, -0.7226)  -0.4342
H (0.7812, -0.7009, 4.1534)  0.5165
H (1.2204, -3.1355, 2.1226)  0.2251
H (2.8137, -2.5873, 1.5671)  0.2658
H (1.6167, -2.8480, -1.6241)  0.2570
H (2.8307, -3.3880, -0.4518)  0.6290
C (-2.7857, 1.1886, 1.5165)  -0.8899
Si (-2.7743, 0.8628, -0.3429)  0.7515
C (-4.6062, 0.6349, -0.7971)  -1.3684
C (-2.3309, 2.3716, -1.3839)  -0.9703
C (-1.6525, -0.5711, -0.7265)  3.1561
C (-1.2130, -0.5458, -2.1349)  -2.3861
C (-1.9577, -0.8370, -3.2877)  -0.8094
C (-1.3493, -0.7745, -4.5261)  -0.6431
C (-0.0020, -0.4297, -4.6209)  -1.1858
C (0.6820, -0.1558, -3.4551)  -0.4319
N (0.0851, -0.2104, -2.2611)  1.2832
Si (-2.2391, -2.2462, -0.1805)  0.7082
C (-1.2339, -3.6221, -1.0009)  -1.0012
C (-2.1607, -2.4358, 1.6853)  -0.8440
C (-4.0237, -2.7044, -0.6492)  -1.4119
H (-2.9758, 2.2420, 1.7349)  0.3994
H (-1.8423, 0.8987, 1.9802)  -0.0683
H (-3.5781, 0.6037, 1.9909)  0.3669
H (-5.0898, 1.6164, -0.7669)  0.3649
H (-5.1489, -0.0200, -0.1157)  0.3223
H (-4.7267, 0.2443, -1.8109)  0.3025
H (-2.6668, 3.2831, -0.8825)  0.4087
H (-2.8554, 2.3093, -2.3424)  0.3598
H (-1.2667, 2.4773, -1.5768)  0.2205
H (-3.0014, -1.1047, -3.1887)  0.3381
H (-1.9176, -0.9946, -5.4221)  0.4475
H (0.5008, -0.3783, -5.5764)  0.4545
H (1.7341, 0.1083, -3.4462)  0.4439
H (-0.2836, -3.7788, -0.4932)  0.0597
H (-1.0283, -3.4014, -2.0518)  0.3236
H (-1.7987, -4.5574, -0.9677)  0.5093
H (-1.1767, -2.1730, 2.0744)  0.0598
H (-2.3976, -3.4641, 1.9728)  0.4329
H (-2.8888, -1.7811, 2.1698)  0.2643
H (-4.2248, -2.5860, -1.7166)  0.2954
H (-4.7700, -2.1279, -0.1035)  0.3248
H (-4.1783, -3.7596, -0.4034)  0.3688
C (1.1888, 4.9682, -0.0980)  -0.5824
C (0.4206, 4.3653, 0.8889)  -0.9391
C (0.2296, 2.9881, 0.8796)  0.3805
C (0.7767, 2.1536, -0.1057)  0.9711
C (1.5625, 2.7973, -1.0716)  -0.1114
C (1.7663, 4.1728, -1.0782)  -0.5864
H (1.3438, 6.0411, -0.0974)  0.3457
H (-0.0288, 4.9699, 1.6703)  0.3992
H (-0.3677, 2.5567, 1.6749)  0.1690
H (2.0491, 2.2046, -1.8414)  0.1673
H (2.3839, 4.6250, -1.8471)  0.3685
C (4.9119, 1.5971, 3.0003)  -0.4509
C (5.1264, 0.2407, 2.8180)  -0.8461
C (4.0544, -0.6187, 2.6146)  -0.3799
C (2.7517, -0.1377, 2.5838)  0.1149
C (2.5482, 1.2265, 2.7784)  -0.2288
C (3.6133, 2.0873, 2.9832)  -0.8034
H (5.7492, 2.2690, 3.1405)  0.3834
H (6.1340, -0.1555, 2.8175)  0.3851
H (4.2654, -1.6714, 2.4794)  0.3326
H (1.5417, 1.6146, 2.7193)  0.5107
H (3.4281, 3.1477, 3.1003)  0.3898

Output
HOMO level (spin up / spin down)   -4.001 / -5.351 eV
Frontier orbital gap (spin up / spin down)   0.247 / 0.297 Ha
Net charge   -1
<S²>   0.755
Relative energy (zero: lowest compared OMol25 entry of this formula, charge and spin)   0.0 kcal per mole
2S+1   2

***

(2)
DFT (wB97M-V/def2-TZVPD) results for a structure of composition C28H38AsF5N4O3P2PtS.

Each line ends with the Mulliken charge.
Cartesian coordinates (Å):
Pt (0.1399, 0.6932, -0.1170)  1.8516
S (0.4070, 2.2214, 1.5015)  -0.6601
C (-0.1718, 3.7656, 0.8622)  0.9617
C (-0.0104, 4.8847, 1.6901)  -0.8969
C (-0.4519, 6.1361, 1.2967)  -0.5894
C (-1.0644, 6.3134, 0.0587)  -0.8192
C (-1.2239, 5.2169, -0.7702)  -0.1756
C (-0.7845, 3.9537, -0.3774)  -0.3711
As (-0.9807, 2.4148, -1.5236)  0.4333
C (-2.5194, 2.9377, -2.5958)  0.1000
C (-2.3989, 3.4765, -3.8720)  -0.3070
C (-3.5379, 3.8447, -4.5826)  -0.7087
C (-4.7963, 3.6797, -4.0202)  -0.4682
C (-4.9192, 3.1463, -2.7425)  -0.7000
C (-3.7845, 2.7739, -2.0359)  -0.3383
C (0.4732, 2.5913, -2.7885)  0.1107
C (0.5472, 1.6958, -3.8535)  0.4035
C (1.6207, 1.7419, -4.7310)  -0.8857
C (2.6346, 2.6729, -4.5368)  -0.5247
C (2.5704, 3.5529, -3.4663)  -0.8083
C (1.4920, 3.5135, -2.5908)  -0.5072
H (0.4741, 4.7546, 2.6512)  0.4468
H (-0.3156, 6.9828, 1.9590)  0.3592
H (-1.4066, 7.2916, -0.2537)  0.4040
H (-1.6964, 5.3391, -1.7383)  0.4158
H (-1.4197, 3.6120, -4.3139)  0.4354
H (-3.4378, 4.2657, -5.5754)  0.4121
H (-5.6803, 3.9689, -4.5747)  0.3803
H (-5.8985, 3.0220, -2.2968)  0.4194
H (-3.8854, 2.3635, -1.0378)  0.2560
H (-0.2280, 0.9513, -3.9942)  0.3771
H (1.6736, 1.0434, -5.5565)  0.4124
H (3.4783, 2.7040, -5.2145)  0.3872
H (3.3652, 4.2697, -3.3041)  0.4133
H (1.4516, 4.1948, -1.7499)  0.3875
C (-2.7949, -0.7062, -3.2372)  -0.8452
N (-2.2291, -1.9878, -2.8315)  0.2781
C (-2.9622, -3.1471, -3.3156)  -1.0249
P (-1.3694, -2.0408, -1.4342)  0.3239
O (-0.3347, -0.9646, -1.4072)  -0.6177
O (-2.5169, -1.8891, -0.3097)  -0.1835
P (-2.3260, -1.9659, 1.3126)  0.6230
O (-0.9243, -2.1058, 1.7123)  -1.2141
N (-3.2248, -0.6589, 1.7633)  0.4030
C (-3.3051, 0.5907, 1.0205)  -0.5261
C (-3.3238, -0.4808, 3.2120)  -1.0765
N (-3.2312, -3.2618, 1.7715)  0.6289
C (-2.7156, -4.2160, 2.7443)  -1.0746
C (-4.6692, -3.2874, 1.5705)  -1.1628
N (-0.7250, -3.5213, -1.2809)  0.4667
C (0.7321, -3.6886, -1.2938)  -0.8466
C (-1.4631, -4.6656, -0.7600)  -1.2450
H (-2.7145, -0.5930, -4.3203)  0.4779
H (-2.2475, 0.1021, -2.7653)  -0.1321
H (-3.8498, -0.6188, -2.9555)  0.3052
H (-3.1070, -3.0470, -4.3921)  0.3708
H (-3.9489, -3.2419, -2.8463)  0.2725
H (-2.3921, -4.0551, -3.1371)  0.3144
H (-3.0993, 0.4178, -0.0312)  -0.2093
H (-2.5911, 1.3304, 1.3924)  0.3091
H (-4.3176, 0.9951, 1.1161)  0.4747
H (-3.2688, -1.4450, 3.7190)  0.2947
H (-4.2825, -0.0198, 3.4581)  0.3626
H (-2.5182, 0.1532, 3.5930)  0.3081
H (-1.6336, -4.1289, 2.8015)  0.2547
H (-2.9800, -5.2331, 2.4428)  0.2955
H (-3.1370, -4.0395, 3.7404)  0.3358
H (-4.9629, -2.5363, 0.8410)  0.2742
H (-5.2091, -3.0884, 2.5029)  0.3222
H (-4.9778, -4.2694, 1.2026)  0.3667
H (1.2151, -2.7801, -1.6450)  0.1763
H (0.9963, -4.5171, -1.9542)  0.3590
H (1.0931, -3.8987, -0.2858)  0.2339
H (-2.5290, -4.4570, -0.7080)  0.3701
H (-1.1156, -4.9162, 0.2454)  0.3010
H (-1.3077, -5.5317, -1.4080)  0.4053
F (2.3510, -0.8540, -0.7525)  -0.2281
C (1.9423, -0.1072, 0.3351)  0.1833
F (2.8934, 0.8668, 0.4736)  -0.2622
C (2.1406, -1.0505, 1.5430)  0.6848
F (1.6873, -0.4979, 2.6699)  -0.2566
F (3.4457, -1.3281, 1.7240)  -0.3068
F (1.5151, -2.2135, 1.3431)  -0.1709

Output
HOMO level   -7.052 eV
Frontier orbital gap   0.273 Ha
Relative energy (zero: lowest compared OMol25 entry of this formula, charge and spin)   0.0 kcal per mole

***

(3)
DFT (wB97M-V/def2-TZVPD) results for a cluster of 7 separate species, C28H38Br2ClN6O3PSi in total.

Each line ends with the Mulliken charge.
Cartesian coordinates (Å):
C (7.3697, -2.7939, 4.0620)  -1.3878
C (5.9091, -2.4615, 3.9744)  0.4571
Br (5.4975, -0.8150, 3.1191)  -0.1852
C (4.8595, -3.1416, 4.4465)  0.0976
Br (5.2307, -4.7159, 5.4501)  -0.1409
Si (3.0404, -2.6853, 4.2853)  0.5398
C (2.0491, -4.2882, 4.4734)  -0.6939
O (2.6033, -5.2807, 3.5839)  -0.2322
O (1.9937, -5.0358, 2.2983)  -0.3421
P (2.4995, -1.9051, 2.1939)  0.3427
O (0.8885, -2.2651, 2.2666)  -0.3381
Cl (2.3217, 0.1489, 2.6821)  -0.3633
H (7.7587, -2.5347, 5.0565)  0.3113
H (7.9477, -2.2442, 3.3178)  0.3816
H (7.5255, -3.8680, 3.9127)  0.4118
H (2.6389, -1.7297, 5.3460)  -0.1585
H (2.1321, -4.7197, 5.4749)  0.4255
H (0.9957, -4.1255, 4.2226)  0.3759
H (2.6945, -5.3527, 1.7088)  0.3212
H (0.3690, -1.5422, 1.8920)  0.1963
N (4.4985, 0.8871, 0.0734)  0.1647
C (3.4705, 1.0792, -0.8065)  -0.3576
C (4.0114, 1.2549, -2.0526)  -0.5259
C (5.4238, 1.1648, -1.9156)  -0.4999
C (5.6916, 0.9371, -0.5916)  -0.4179
H (4.3838, 0.7321, 1.0578)  0.0685
H (2.4474, 1.0700, -0.4714)  0.3829
H (3.4582, 1.4261, -2.9609)  0.4204
H (6.1570, 1.2555, -2.6994)  0.3865
H (6.6246, 0.8049, -0.0707)  0.3500
N (-2.3166, 0.4682, 1.1314)  0.0720
C (-2.3947, -0.0455, 2.3999)  -0.4171
C (-3.6930, 0.0625, 2.8164)  -0.5023
C (-4.4298, 0.6604, 1.7584)  -0.5869
C (-3.5549, 0.9047, 0.7361)  -0.2756
H (-1.4767, 0.5100, 0.5843)  0.1998
H (-1.5163, -0.4293, 2.8915)  0.4498
H (-4.0758, -0.2562, 3.7711)  0.4014
H (-5.4828, 0.8852, 1.7511)  0.3997
H (-3.7181, 1.3364, -0.2369)  0.2633
N (0.6765, -0.6355, 7.3493)  0.0267
C (1.4535, -1.0079, 8.4116)  -0.5075
C (0.6318, -1.5613, 9.3571)  -0.4027
C (-0.6934, -1.5199, 8.8433)  -0.4707
C (-0.6321, -0.9429, 7.6029)  -0.4676
H (1.0159, -0.2021, 6.5102)  0.2023
H (2.5184, -0.8498, 8.4043)  0.3876
H (0.9442, -1.9516, 10.3111)  0.4127
H (-1.5874, -1.8731, 9.3292)  0.3887
H (-1.4038, -0.7282, 6.8836)  0.4396
N (-1.6476, 3.0337, -1.5725)  0.2115
C (-0.5314, 3.7785, -1.8426)  -0.4774
C (-0.7810, 4.5126, -2.9701)  -0.5638
C (-2.1020, 4.1978, -3.3946)  -1.0307
C (-2.6098, 3.2825, -2.5110)  -0.3349
H (-1.7506, 2.4058, -0.7978)  0.1931
H (0.3406, 3.7255, -1.2135)  0.4228
H (-0.0960, 5.2000, -3.4373)  0.4075
H (-2.6257, 4.6076, -4.2431)  0.7634
H (-3.5691, 2.7951, -2.4723)  0.3742
N (-2.1006, 3.3279, -6.7843)  0.0323
C (-1.6811, 4.2360, -7.7156)  -0.3642
C (-2.2911, 3.9322, -8.9042)  -0.6245
C (-3.1101, 2.7923, -8.6796)  -0.3970
C (-2.9696, 2.4451, -7.3616)  -0.5368
H (-1.8133, 3.3075, -5.8213)  0.2666
H (-0.9877, 5.0177, -7.4565)  0.3731
H (-2.1630, 4.4648, -9.8316)  0.3902
H (-3.7268, 2.2853, -9.4030)  0.3932
H (-3.4048, 1.6460, -6.7865)  0.4865
N (-5.3908, -0.1746, -6.1459)  -0.0259
C (-5.1012, -0.8733, -5.0053)  -0.5079
C (-5.0971, -2.2055, -5.3204)  -0.4444
C (-5.3975, -2.3136, -6.7061)  -0.4049
C (-5.5740, -1.0437, -7.1862)  -0.4746
H (-5.4678, 0.8240, -6.2086)  0.2736
H (-4.9226, -0.3668, -4.0723)  0.4349
H (-4.9010, -3.0133, -4.6356)  0.3895
H (-5.4741, -3.2200, -7.2827)  0.3968
H (-5.8096, -0.6867, -8.1739)  0.3743

Output
HOMO level   -8.285 eV
Frontier orbital gap   0.303 Ha
SMILES   C/C(Br)=C(\Br)[Si@H](COO)P(O)Cl.c1cc[nH]c1.c1cc[nH]c1.c1cc[nH]c1.c1cc[nH]c1.c1cc[nH]c1.c1cc[nH]c1